Here is a 2-piece molecular cluster, CH4N2O overall from the Open Molecules 2025 dataset. Energies are from ωB97M-V/def2-TZVPD.

Bonds (Å) are listed after each position.
Element x y z (Å)
1 N 1.36107 0.51898 -1.29532  C2 1.165, H4 0.992
2 C 0.34004 1.07782 -1.33377  N1 1.165, O3 1.155
3 O -0.58645 1.76595 -1.28358  C2 1.155
4 H 2.05930 -0.07644 -0.91764  N1 0.992
5 N -0.77058 -0.82075 0.90082  H6 1.074, H7 0.995, H8 0.956
6 H 0.07379 -1.17744 1.46125  N5 1.074
7 H -1.59767 -1.31754 1.14456  N5 0.995
8 H -0.87950 0.02943 1.32367  N5 0.956

Values from the calculation:
SMILES	N=C=O.N
electronic energy	-225.24337	hartree
total charge	0
HOMO level	-0.385	Eh
energy relative to the best compared isomer or geometry (same formula, charge and spin)	30.5	kcal per mole

---

Here is an isolated molecule of CH4N2O from the Open Molecules 2025 dataset. Energies are from ωB97M-V/def2-TZVPD.

Bonds (Å) are listed after each position.
Element x y z (Å)
1 H 1.50223 -0.22376 0.63210  N2 0.994
2 N 1.18370 -1.11695 0.33468  H1 0.994, C3 1.268
3 C 0.04516 -0.93282 -0.19122  N2 1.268, N4 1.407, H6 1.075
4 N -0.70496 0.25490 -0.11060  C3 1.407, O5 1.377, H7 1.012
5 O 0.12998 1.33894 0.04483  N4 1.377, H8 1.026
6 H -0.61995 -1.68796 -0.56814  C3 1.075
7 H -1.28362 0.42650 -0.92325  N4 1.012
8 H -0.25253 1.94116 0.78159  O5 1.026

Values from the calculation:
SMILES	[H]/N=C\NO
electronic energy	-225.17661	hartree
total charge	0
HOMO level	-0.354	Eh
energy relative to the best compared isomer or geometry (same formula, charge and spin)	72.4	kcal per mole